1.
Entry from OMol25: a structure of composition C16H25N3O in a non-equilibrium geometry (ωB97M-V with the def2-TZVPD basis set).

XYZ file:
```
45
Properties=species:S:1:pos:R:3
O -1.57081 -1.47300 0.81883
N 0.42371 -0.15900 -1.33379
N -1.23273 4.02944 -5.55767
N 0.55869 -1.39850 -0.30459
C -1.53827 1.70139 -5.24881
C 1.56537 -1.30792 6.16024
C -0.39952 3.31625 -3.45723
C 0.45475 -2.62245 1.66994
C 2.45118 -0.53889 5.18756
C -0.41937 2.10568 -2.51306
C -1.57884 0.68872 -4.18870
C -1.90289 -1.48169 -2.11675
C -0.85485 -0.36066 -2.07847
C 0.54286 -0.60648 3.58154
C -0.32047 -1.58324 0.64583
C 1.76365 0.27399 4.16927
C 2.43310 -1.81174 7.40068
C 1.44380 -1.84925 2.53637
C -1.04722 3.08310 -4.66052
C -0.75367 0.79677 -3.02479
H 2.13532 -1.24452 2.00639
H 1.03927 -2.06092 6.00787
H 1.97487 -2.23134 8.26690
H -0.38841 4.67538 -5.50145
H -1.75859 -0.28331 -4.57370
H 2.93360 -1.16812 4.74356
H -0.21904 -0.04233 2.84698
H 3.07346 -1.01009 7.75039
H -2.57018 -1.31505 -2.89721
H 0.97841 -3.23324 1.15518
H -0.44638 -3.04184 2.24635
H -1.48676 3.92321 -6.42042
H 0.06018 -1.28683 3.99713
H -2.11943 1.59116 -5.93967
H -2.45252 -1.24727 -0.96470
H 2.98747 0.03034 5.82200
H 1.71859 -2.66195 3.14859
H -0.02175 4.10290 -3.26299
H 0.94562 0.86924 4.74045
H 0.72998 -0.59146 6.98102
H 0.19493 2.32801 -1.63196
H 2.23038 0.74949 3.60003
H -1.46770 -2.26631 -2.09400
H 3.27575 -2.69306 7.04425
H 1.60126 -1.42653 -0.23018
```

Output
HOMO in eV: -7.74
Charge: 0
Orbital gap in Ha: 0.296
Relative energy (zero: lowest compared OMol25 entry of this formula, charge and spin) in kJ/mol: 1731.1
LUMO level in eV: 0.32
DFT total energy in eV: -23498.9096

***

2.
Entry from OMol25: an isolated molecule of C16H25N3O (ωB97M-V with the def2-TZVPD basis set).

XYZ file:
```
45
Properties=species:S:1:pos:R:3
O 0.36507 -3.79871 -0.39347
N -0.17452 -1.79632 0.53154
N 1.95339 -2.20282 -0.29386
N -3.08168 -0.25892 0.18315
C -4.00653 2.48741 -0.03868
C -1.55371 -2.13550 0.78532
C 2.47962 -0.91688 -0.15591
C 4.31519 0.51092 0.44356
C -2.54072 -1.54099 -0.23433
C -4.32259 0.05415 -0.50577
C -4.96062 1.30617 0.08744
C -2.68780 2.11809 0.62836
C 1.46811 2.68469 -0.75934
C 2.28566 1.48986 -0.37354
C 4.18048 3.00881 0.29263
C 0.66953 -2.66639 -0.07887
C 3.78080 -0.75569 0.31105
C 3.58268 1.64580 0.12406
C -2.13463 0.82920 0.02746
C 1.75623 0.21708 -0.51933
H 5.18502 2.93954 0.70170
H 0.49712 2.38209 -1.14243
H -1.60939 -3.22531 0.72956
H 4.36772 -1.62495 0.56880
H 1.31366 3.33548 0.10109
H 2.61200 -2.93994 -0.50129
H 5.32580 0.62015 0.81020
H 4.23223 3.52739 -0.66447
H -2.85418 1.96282 1.69551
H 0.77513 0.10264 -0.95578
H -1.83608 -1.80651 1.78756
H -1.21382 0.56551 0.54882
H -5.90078 1.51262 -0.42678
H 0.19399 -0.92715 0.87924
H -3.83491 2.70918 -1.09512
H -2.04719 -1.48648 -1.22031
H -4.15424 0.20716 -1.58852
H 1.97809 3.26722 -1.52557
H -1.89281 0.99512 -1.04131
H -4.43428 3.37656 0.42783
H 3.57375 3.61548 0.96437
H -1.95525 2.91851 0.50642
H -5.00311 -0.79269 -0.38661
H -5.17563 1.12460 1.14148
H -3.38122 -2.23208 -0.32320
```

Output
HOMO in eV: -8.29
Charge: 0
Orbital gap in Ha: 0.334
Relative energy (zero: lowest compared OMol25 entry of this formula, charge and spin) in kJ/mol: 0.0
LUMO level in eV: 0.79
DFT total energy in eV: -23516.8514

***

3.
Entry from OMol25: an isolated molecule of C16H25N3O3S (ωB97M-V with the def2-TZVPD basis set).

XYZ file:
```
48
Properties=species:S:1:pos:R:3
S 1.04922 -1.62592 -2.08078
O -4.48070 0.56941 0.97026
O -0.87935 0.14056 0.85926
O 0.85196 2.61654 0.36975
N 3.18125 -1.36702 -0.60084
N 0.71979 1.15590 -1.32799
N 1.92071 0.57280 -0.93049
C -3.28162 -0.16413 0.99681
C 5.80788 0.87808 0.72576
C -7.36682 -1.88152 0.85927
C -6.11767 -1.18254 0.33094
C 6.41451 0.03925 1.64436
C -1.21467 2.52199 -0.89130
C 0.19154 2.10989 -0.51585
C -6.39585 -0.49997 -1.00505
C 2.09730 -0.75028 -1.13647
C -2.21036 1.37807 -0.67856
C 4.73561 0.44082 -0.03138
C 4.24935 -0.85401 0.13754
C -5.62863 -0.15229 1.36042
C 5.95330 -1.25892 1.79192
C 4.88181 -1.70521 1.04432
C -2.11989 0.80571 0.73541
H -1.22910 2.83138 -1.93730
H -2.02162 0.56773 -1.38484
H -7.21431 0.20910 -0.90168
H 2.27390 1.02925 -0.08907
H -2.18604 1.62972 1.46093
H -5.33380 -1.93400 0.18756
H 6.42962 -1.92727 2.49350
H -3.22611 1.74300 -0.82827
H 7.24867 0.38927 2.23247
H 3.16624 -2.37188 -0.71972
H -6.66484 -1.23387 -1.76097
H -0.75644 -0.13376 1.77398
H 4.52308 -2.71821 1.15843
H -6.39853 0.61108 1.50295
H -5.44622 -0.65194 2.32459
H -8.16439 -1.16005 1.02303
H 0.14481 0.49777 -1.85480
H -7.71481 -2.62174 0.14309
H 6.17511 1.88365 0.58692
H -5.51477 0.04102 -1.34081
H -3.26690 -0.95146 0.23023
H -1.48741 3.37338 -0.26679
H -3.15084 -0.64374 1.98194
H 4.30781 1.09190 -0.77642
H -7.16033 -2.38512 1.80116
```

Output
HOMO in eV: -8.31
Charge: 0
Orbital gap in Ha: 0.329
Relative energy (zero: lowest compared OMol25 entry of this formula, charge and spin) in kJ/mol: 227.2
LUMO level in eV: 0.65
DFT total energy in eV: -38445.6656

***

4.
Entry from OMol25: a structure of composition C16H25N5RhS2 in a non-equilibrium geometry (ωB97M-V with the def2-TZVPD basis set).

XYZ file:
```
49
Properties=species:S:1:pos:R:3
Rh 0.21586 -0.12664 0.44481
S 2.56216 -0.98282 0.79771
S 0.36418 -0.03536 -1.92637
N -3.41805 4.98844 0.97832
N -0.34427 -2.26032 0.81674
N -0.98800 1.63715 0.84371
N 0.41336 -0.34477 2.78057
N 1.03494 0.70781 -4.38286
C -0.69587 2.68559 1.64181
C 2.14207 -2.77236 0.87890
C -2.10258 1.73042 0.07988
C 1.72400 0.16301 3.22030
C -2.93480 2.81132 0.09319
C 2.88182 -0.57749 2.55179
C -2.63703 3.91460 0.93278
C 0.76013 -3.12132 0.33391
C 0.12089 -1.72823 3.21622
C 1.10094 0.67430 -5.71905
C -0.79486 -2.43274 2.21834
C -0.12048 -1.37876 -5.69962
C 0.41660 -0.25163 -3.64763
C -0.16660 -1.32539 -4.31039
C 0.51688 -0.36880 -6.41227
C -1.46492 3.81066 1.71991
H -0.35774 -1.73366 4.19684
H -0.57367 -2.20810 -6.22772
H -1.14300 -2.44707 0.21753
H 3.77527 0.04393 2.56264
H 0.55756 -4.16917 0.57539
H 0.19864 2.60626 2.24684
H -0.65277 -2.10185 -3.73840
H 1.62264 1.48563 -6.20918
H -3.82102 2.82298 -0.52687
H 3.12849 -1.51075 3.05350
H -0.30938 0.26900 3.14591
H 1.83979 0.08144 4.30546
H 1.46676 1.48388 -3.89090
H -1.18473 4.61570 2.38553
H 2.26997 -3.10001 1.90606
H -0.86385 -3.49226 2.47783
H 0.77458 -3.03092 -0.75216
H 1.05486 -2.27174 3.32357
H 0.56401 -0.38941 -7.49219
H -4.25771 5.05109 0.42707
H 2.89369 -3.28492 0.28068
H 1.77583 1.22100 2.96483
H -3.20490 5.76638 1.58001
H -2.34417 0.87971 -0.54719
H -1.79550 -2.00384 2.28424
```

Output
HOMO (spin up / spin down) in eV: -16.81 / -16.73
Charge: +3
Orbital gap (spin up / spin down) in Ha: 0.281 / 0.163
Multiplicity: 5
Expectation value of S²: 6.029
LUMO level (spin up / spin down) in eV: -9.15 / -12.30
DFT total energy in eV: -49100.1360

***

5.
Entry from OMol25: an isolated molecule of C16H25NO2 (ωB97M-V with the def2-TZVPD basis set).

XYZ file:
```
44
Properties=species:S:1:pos:R:3
O 1.57232 1.67404 -1.55017
O 0.76232 -2.71853 0.66245
N 1.02864 -0.48020 -1.18373
C 2.22982 -0.89732 0.88883
C -0.02585 -3.73979 1.22240
C 0.73304 0.79814 -1.51205
C -0.72535 1.02770 -1.89908
C 1.42024 -1.86249 1.50662
C -0.79188 1.06742 -3.43415
C 2.89604 0.02652 1.67288
C 2.78978 -0.00168 3.05430
C -2.19913 1.36998 0.90995
C 2.30904 -0.85171 -0.61621
C -1.17345 2.31804 0.26823
C -1.57621 0.09559 1.46983
C 1.31868 -1.89398 2.89029
C 2.00419 -0.96471 3.65655
C -2.21628 1.05196 -3.97599
C -1.19978 2.33602 -1.26219
H 1.91255 -0.99864 4.73204
H -0.85821 -3.33082 1.80442
H -0.82242 0.33605 2.21720
H -0.16913 2.05485 0.60505
H -0.53472 3.13020 -1.60730
H -2.33910 -0.52408 1.93910
H -1.34091 0.19587 -1.54448
H -2.75779 0.18340 -3.60571
H 0.56832 -4.40642 1.85482
H -1.36911 3.33721 0.60821
H -2.20106 1.00710 -5.06249
H -2.96575 1.10812 0.17702
H 3.31562 0.72573 3.65321
H 0.70471 -2.63074 3.38361
H -0.42034 -4.30460 0.37855
H 0.29382 -1.16078 -1.07344
H -2.75903 1.94662 -3.68337
H 3.03015 -0.09691 -0.93438
H -0.25660 0.19793 -3.82586
H -2.21222 2.56587 -1.59853
H -1.09663 -0.48457 0.68662
H -2.70367 1.88622 1.72955
H 3.50115 0.77929 1.19081
H -0.27016 1.95983 -3.78342
H 2.59435 -1.83173 -1.00998
```

Output
HOMO in eV: -8.68
Charge: 0
Orbital gap in Ha: 0.344
Relative energy (zero: lowest compared OMol25 entry of this formula, charge and spin) in kJ/mol: 0.0
LUMO level in eV: 0.68
DFT total energy in eV: -22583.4983

***

Q: Which of these has the highest DFT total energy?
A: C16H25NO2

***

Please write out number 5 again, unchanged.
Entry from OMol25: an isolated molecule of C16H25NO2 (ωB97M-V with the def2-TZVPD basis set).

XYZ file:
```
44
Properties=species:S:1:pos:R:3
O 1.57232 1.67404 -1.55017
O 0.76232 -2.71853 0.66245
N 1.02864 -0.48020 -1.18373
C 2.22982 -0.89732 0.88883
C -0.02585 -3.73979 1.22240
C 0.73304 0.79814 -1.51205
C -0.72535 1.02770 -1.89908
C 1.42024 -1.86249 1.50662
C -0.79188 1.06742 -3.43415
C 2.89604 0.02652 1.67288
C 2.78978 -0.00168 3.05430
C -2.19913 1.36998 0.90995
C 2.30904 -0.85171 -0.61621
C -1.17345 2.31804 0.26823
C -1.57621 0.09559 1.46983
C 1.31868 -1.89398 2.89029
C 2.00419 -0.96471 3.65655
C -2.21628 1.05196 -3.97599
C -1.19978 2.33602 -1.26219
H 1.91255 -0.99864 4.73204
H -0.85821 -3.33082 1.80442
H -0.82242 0.33605 2.21720
H -0.16913 2.05485 0.60505
H -0.53472 3.13020 -1.60730
H -2.33910 -0.52408 1.93910
H -1.34091 0.19587 -1.54448
H -2.75779 0.18340 -3.60571
H 0.56832 -4.40642 1.85482
H -1.36911 3.33721 0.60821
H -2.20106 1.00710 -5.06249
H -2.96575 1.10812 0.17702
H 3.31562 0.72573 3.65321
H 0.70471 -2.63074 3.38361
H -0.42034 -4.30460 0.37855
H 0.29382 -1.16078 -1.07344
H -2.75903 1.94662 -3.68337
H 3.03015 -0.09691 -0.93438
H -0.25660 0.19793 -3.82586
H -2.21222 2.56587 -1.59853
H -1.09663 -0.48457 0.68662
H -2.70367 1.88622 1.72955
H 3.50115 0.77929 1.19081
H -0.27016 1.95983 -3.78342
H 2.59435 -1.83173 -1.00998
```

Output
HOMO in eV: -8.68
Charge: 0
Orbital gap in Ha: 0.344
Relative energy (zero: lowest compared OMol25 entry of this formula, charge and spin) in kJ/mol: 0.0
LUMO level in eV: 0.68
DFT total energy in eV: -22583.4983

***

Q: Among the records above, which one has the highest charge?
A: C16H25N5RhS2